1 | {"formula": "C6H7N", "method": "ωB97M-V with the def2-TZVPD basis set", "smiles": "C=C1CC(C#N)C1", "total_charge": 0, "homo_lumo_gap_ev": 10.49, "elements": ["C", "C", "C", "C", "C", "N", "C", "H", "H", "H", "H", "H", "H", "H"], "xyz": [[0.748, -2.004, 0.690], [0.328, -0.844, 0.235], [0.990, 0.368, -0.301], [-0.309, 1.119, 0.082], [-0.814, 2.098, -0.861], [-1.202, 2.853, -1.645], [-1.067, -0.245, 0.178], [1.803, -2.199, 0.865], [0.008, -2.740, 0.536], [1.112, 0.273, -1.392], [1.940, 0.623, 0.162], [-0.182, 1.555, 1.073], [-1.681, -0.465, -0.701], [-1.675, -0.394, 1.080]], "mulliken_charge": [-0.90, 0.42, -0.73, 0.38, -0.05, -0.42, -0.76, 0.29, 0.29, 0.25, 0.35, 0.29, 0.31, 0.28]}

=====

2 | {"formula": "C6H7N", "method": "ωB97M-V with the def2-TZVPD basis set", "total_charge": 0, "homo_lumo_gap_ev": [7.15, 9.27], "elements": ["C", "C", "C", "C", "C", "C", "N", "H", "H", "H", "H", "H", "H", "H"], "xyz": [[0.826, -1.322, -0.899], [0.224, -2.187, -0.178], [1.574, 0.643, 0.442], [0.741, 0.183, -0.592], [-0.331, 0.468, 0.439], [-1.738, 0.801, 0.301], [0.579, 0.832, 1.375], [1.302, -1.482, -1.907], [-0.179, -2.079, 0.772], [2.564, 0.687, 0.860], [0.692, 0.706, -1.527], [-1.924, 1.631, 0.971], [-2.478, -0.028, 0.611], [-1.853, 1.146, -0.667]], "mulliken_charge": [-0.43, -0.45, -0.55, 0.51, 0.27, -1.19, -0.62, 0.28, 0.39, 0.41, 0.44, 0.35, 0.23, 0.36]}

=====

According to the calculations, the structures order from most to least stable as 1, 2.

=====

1 | {"formula": "C6H7N", "method": "ωB97M-V with the def2-TZVPD basis set", "smiles": "N#CC1CC=CC1", "total_charge": 0, "homo_lumo_gap_ev": 9.91, "elements": ["N", "C", "C", "C", "C", "C", "C", "H", "H", "H", "H", "H", "H", "H"], "xyz": [[-0.602, 2.794, -0.760], [-0.378, 1.672, -0.946], [-0.158, 0.801, 0.280], [1.240, 0.190, 0.174], [0.922, -1.203, -0.291], [-0.382, -1.475, -0.247], [-1.200, -0.318, 0.255], [-0.259, 1.429, 1.176], [1.865, 0.760, -0.524], [1.754, 0.209, 1.142], [1.696, -1.894, -0.600], [-0.835, -2.421, -0.516], [-2.043, -0.054, -0.397], [-1.618, -0.491, 1.253]], "mulliken_charge": [-0.40, -0.15, 0.46, -0.75, -0.39, -0.39, -0.75, 0.31, 0.32, 0.30, 0.41, 0.41, 0.32, 0.30]}

=====

2 | {"formula": "C6H7N", "method": "ωB97M-V with the def2-TZVPD basis set", "smiles": "[H]/N=C(C)\\C=C\\C#C", "total_charge": 0, "homo_lumo_gap_ev": 10.13, "elements": ["H", "N", "C", "C", "C", "C", "C", "C", "H", "H", "H", "H", "H", "H"], "xyz": [[-0.047, -1.739, 2.226], [0.782, -1.807, 1.631], [0.778, -0.957, 0.671], [1.939, -0.920, -0.285], [-0.337, 0.179, 0.615], [-0.620, 0.594, -0.594], [-1.732, 1.699, -0.600], [-2.793, 2.174, -0.922], [2.369, 0.084, -0.322], [1.604, -1.213, -1.284], [2.722, -1.612, 0.037], [-0.888, 0.341, 1.530], [-0.093, 0.476, -1.529], [-3.686, 2.700, -1.175]], "mulliken_charge": [0.23, -0.67, 0.86, -1.23, -0.31, -0.28, -0.60, -0.01, 0.32, 0.31, 0.34, 0.32, 0.32, 0.41]}

=====

According to the calculations, the structures order from most to least stable as 1, 2.